1.
7
Properties=species:S:1:pos:R:3 method="wB97M-V/def2-TZVPD" energy_ha=-5499.00276 e_above_lowest_kj_mol=509.9 lumo_energy_ev=-0.75
C -0.35 0.25 0.42
C 0.20 1.01 -0.49
O 0.47 -2.87 0.08
F -0.19 2.32 -0.82
F 1.28 0.74 -1.23
Br -2.11 0.05 1.16
Br 0.70 -1.50 0.89

2.
8
Properties=species:S:1:pos:R:3 method="wB97M-V/def2-TZVPD" energy_ha=-8458.07720 e_above_lowest_kj_mol=200.3 lumo_energy_ev="-1.95 / -2.75"
C -0.20 0.55 0.14
C 0.78 -0.56 0.09
F -0.87 0.53 1.30
F -1.12 0.54 -0.84
Cl 1.92 -0.70 -1.06
Br 0.73 2.29 0.03
Br 0.55 -1.97 1.31
Br 1.61 -2.61 -2.85

3.
8
Properties=species:S:1:pos:R:3 method="wB97M-V/def2-TZVPD" energy_ha=-3734.25820 e_above_lowest_kj_mol=31.5 lumo_energy_ev=-0.94
C -1.17 -0.93 1.02
C 1.50 0.90 -1.55
O -0.76 -1.75 0.29
O 1.68 0.59 -0.44
O -1.57 0.27 1.00
S -1.94 -0.52 2.54
Cl 2.24 2.20 -2.36
Br 0.54 -0.17 -2.70